1.
This record from the OMol25 dataset describes a cluster of 5 separate species, C3H16NO3S in total. The level of theory is wB97M-V/def2-TZVPD.

Each atom is followed by the atoms it is bonded to, with distances in Å.
Geometry (Å):
1 C 0.956 3.458 -0.960  C2 1.546, H6 1.083, H7 1.094, H8 1.070
2 C 0.506 2.043 -0.534  C1 1.546, C3 1.516, N5 1.450, H9 1.091
3 C 1.185 1.056 -1.464  C2 1.516, S4 1.740, H10 1.092, H11 1.104
4 S 0.754 -0.600 -1.145  C3 1.740
5 N -0.935 1.926 -0.648  C2 1.450, H14 1.013, H15 1.005
6 H 2.005 3.429 -1.228  C1 1.083
7 H 0.412 3.651 -1.890  C1 1.094
8 H 0.718 4.245 -0.274  C1 1.070
9 H 0.803 1.875 0.503  C2 1.091
10 H 2.276 1.099 -1.455  C3 1.092
11 H 0.957 1.113 -2.543  C3 1.104
12 H 1.720 -1.594 2.167  H13 0.760
13 H 1.699 -1.147 2.781  H12 0.760
14 H -1.273 1.085 -0.196  N5 1.013
15 H -1.394 2.738 -0.273  N5 1.005
16 H -1.255 -2.880 1.657  O18 0.974
17 H -2.298 -2.993 2.813  O18 0.959
18 O -1.564 -2.470 2.485  H16 0.974, H17 0.959
19 H -1.754 -0.745 1.683  O21 0.978
20 H -1.823 0.793 1.764  O21 0.968
21 O -1.365 0.071 1.310  H19 0.978, H20 0.968
22 H 0.515 -4.203 0.147  O24 0.968
23 H 0.397 -2.643 0.066  O24 0.955
24 O 0.032 -3.428 0.470  H22 0.968, H23 0.955

Results
electronic energy: -21826.8234 eV
total charge: +1

Atomic partial charges in e from the natural (NBO) method, atoms 1 to 2: atom 1 (C): -0.6124, atom 2 (C): -0.0896

2.
This record from the OMol25 dataset describes a cluster of 5 separate species, C3H16NO4 in total. The level of theory is wB97M-V/def2-TZVPD.

Each atom is followed by the atoms it is bonded to, with distances in Å.
Geometry (Å):
1 C 1.719 1.350 0.760  C2 1.426, H5 1.060, H6 1.152, H7 1.210
2 C 0.311 1.129 0.800  C1 1.426, C3 1.340, N4 1.507
3 C -0.686 2.004 0.985  C2 1.340, H8 1.062, H9 1.135
4 N -0.076 -0.324 0.708  C2 1.507, H10 1.002, H11 0.990, H12 1.098
5 H 2.442 1.018 1.461  C1 1.060
6 H 1.966 0.896 -0.269  C1 1.152
7 H 1.946 2.528 0.596  C1 1.210
8 H -1.700 1.703 1.087  C3 1.062
9 H -0.262 3.053 0.902  C3 1.135
10 H -0.316 -0.526 -0.244  N4 1.002
11 H -0.831 -0.531 1.313  N4 0.990
12 H 0.790 -0.958 0.945  N4 1.098
13 H -3.726 -1.262 2.714  O15 0.978
14 H -4.457 -0.246 1.821  O15 0.921
15 O -3.646 -0.664 1.943  H13 0.978, H14 0.921
16 H -2.568 0.061 -1.956  O18 1.048
17 H -1.033 0.088 -2.540  O18 0.935
18 O -1.540 0.063 -1.754  H16 1.048, H17 0.935
19 H 3.011 -2.472 1.093  O21 0.985
20 H 2.408 -2.294 -0.263  O21 1.043
21 O 2.138 -2.184 0.738  H19 0.985, H20 1.043
22 H 1.870 -1.178 -3.072  O24 1.001
23 H 1.226 -0.426 -4.310  O24 0.967
24 O 1.015 -0.828 -3.456  H22 1.001, H23 0.967

Results
electronic energy: -13043.3161 eV
total charge: +1

Atomic partial charges in e from the natural (NBO) method, atoms 1 to 2: atom 1 (C): -0.6759, atom 2 (C): 0.1319

3.
This record from the OMol25 dataset describes a cluster of 5 separate species, C3H16O4 in total. The level of theory is wB97M-V/def2-TZVPD.

Each atom is followed by the atoms it is bonded to, with distances in Å.
Geometry (Å):
1 C 1.792 0.517 0.856  C2 1.492, H4 1.091, H5 1.119, H6 1.091
2 C 0.509 -0.008 0.305  C1 1.492, C3 1.515, H7 1.074, H8 1.086
3 C -0.642 0.970 0.189  C2 1.515, H9 1.070, H10 1.075, H11 1.193
4 H 1.935 1.497 0.399  C1 1.091
5 H 2.536 -0.265 0.561  C1 1.119
6 H 1.608 0.706 1.915  C1 1.091
7 H 0.082 -0.818 0.866  C2 1.074
8 H 0.641 -0.442 -0.682  C2 1.086
9 H -0.380 1.678 -0.568  C3 1.070
10 H -1.554 0.517 -0.156  C3 1.075
11 H -0.856 1.667 1.133  C3 1.193
12 O -0.942 2.696 -3.099  H13 1.011, H14 0.999
13 H -1.558 3.189 -2.466  O12 1.011
14 H -0.207 3.373 -3.130  O12 0.999
15 O -2.756 -0.798 -2.448  H16 0.992, H17 0.972
16 H -1.946 -0.225 -2.421  O15 0.992
17 H -3.252 -0.509 -3.232  O15 0.972
18 O -0.230 -3.605 0.690  H19 0.945, H20 0.983
19 H -0.679 -4.423 0.546  O18 0.945
20 H -0.030 -3.464 -0.261  O18 0.983
21 O 1.571 -0.736 3.788  H22 1.025, H23 0.968
22 H 2.095 -1.438 3.257  O21 1.025
23 H 2.263 -0.080 3.957  O21 0.968

Results
electronic energy: -11559.5331 eV
total charge: 0
SMILES: CCC.O.O.O.O

Atomic partial charges in e from the natural (NBO) method, atoms 1 to 2: atom 1 (C): -0.6198, atom 2 (C): -0.4008

4.
This record from the OMol25 dataset describes a cluster of 5 separate species, C3H16O4S in total. The level of theory is wB97M-V/def2-TZVPD.

Each atom is followed by the atoms it is bonded to, with distances in Å.
Geometry (Å):
1 C -2.251 0.665 -0.782  C2 1.521, H5 1.094, H6 1.088, H7 1.086
2 C -1.014 0.073 -1.440  C1 1.521, S3 1.814, H8 1.087, H9 1.087
3 S -0.315 1.255 -2.626  C2 1.814, C4 1.827
4 C 0.647 0.155 -3.723  S3 1.827, H10 1.077, H11 1.090, H12 1.083
5 H -2.805 1.296 -1.483  C1 1.094
6 H -1.956 1.327 0.029  C1 1.088
7 H -3.001 -0.062 -0.485  C1 1.086
8 H -1.240 -0.818 -2.020  C2 1.087
9 H -0.276 -0.193 -0.687  C2 1.087
10 H 0.494 -0.865 -3.413  C4 1.077
11 H 0.351 0.225 -4.769  C4 1.090
12 H 1.680 0.461 -3.608  C4 1.083
13 O 2.049 -1.758 3.024  H14 0.966, H15 0.965
14 H 1.994 -0.872 2.643  O13 0.966
15 H 2.709 -1.622 3.715  O13 0.965
16 O -0.386 -2.777 1.676  H17 0.964, H18 0.968
17 H -0.910 -2.761 2.485  O16 0.964
18 H 0.508 -2.850 2.039  O16 0.968
19 O 2.632 1.551 1.756  H20 0.968, H21 0.962
20 H 1.681 1.544 1.939  O19 0.968
21 H 2.693 1.690 0.806  O19 0.962
22 O -1.382 0.251 2.963  H23 0.960, H24 0.962
23 H -2.128 0.603 2.471  O22 0.960
24 H -1.268 -0.661 2.681  O22 0.962

Results
electronic energy: -22395.6416 eV
total charge: 0
SMILES: CCSC.O.O.O.O

Atomic partial charges in e from the natural (NBO) method, atoms 1 to 2: atom 1 (C): -0.6268, atom 2 (C): -0.5168

5.
This record from the OMol25 dataset describes a cluster of 5 separate species, C3H16O4S in total. The level of theory is wB97M-V/def2-TZVPD.

Each atom is followed by the atoms it is bonded to, with distances in Å.
Geometry (Å):
1 C -3.814 -0.900 -2.681  C2 1.502, H5 1.084, H6 1.081, H7 1.087
2 C -3.235 -1.600 -1.486  C1 1.502, S3 1.887, H8 1.105, H9 1.092
3 S -1.408 -1.982 -1.762  C2 1.887, C4 1.884
4 C -0.806 -2.616 -0.093  S3 1.884, H10 1.102, H11 1.092, H12 1.076
5 H -4.880 -0.802 -2.511  C1 1.084
6 H -3.584 -1.349 -3.637  C1 1.081
7 H -3.263 0.028 -2.816  C1 1.087
8 H -3.574 -2.648 -1.574  C2 1.105
9 H -3.371 -1.190 -0.483  C2 1.092
10 H -1.154 -1.998 0.751  C4 1.102
11 H -1.435 -3.507 -0.157  C4 1.092
12 H 0.264 -2.731 -0.067  C4 1.076
13 O 4.880 1.096 4.585  H14 0.967, H15 0.965
14 H 5.009 1.719 3.856  O13 0.967
15 H 5.103 0.280 4.118  O13 0.965
16 O 1.094 1.446 1.193  H17 0.964, H18 0.960
17 H 0.484 1.041 1.819  O16 0.964
18 H 1.938 1.021 1.360  O16 0.960
19 O 5.277 2.230 1.801  H20 0.962, H21 0.964
20 H 4.348 1.981 1.820  O19 0.962
21 H 5.450 2.603 0.929  O19 0.964
22 O -2.333 2.901 -1.010  H23 0.965, H24 0.964
23 H -1.653 2.591 -0.399  O22 0.965
24 H -1.810 3.507 -1.546  O22 0.964

Results
electronic energy: -22394.7134 eV
total charge: 0
SMILES: CCSC.O.O.O.O

Atomic partial charges in e from the natural (NBO) method, atoms 1 to 2: atom 1 (C): -0.6326, atom 2 (C): -0.4788

6.
This record from the OMol25 dataset describes a cluster of 7 separate species, C3H16O8S in total. The level of theory is wB97M-V/def2-TZVPD.

Each atom is followed by the atoms it is bonded to, with distances in Å.
Geometry (Å):
1 O -0.980 0.608 -0.291  C2 1.232
2 C -0.060 -0.111 -0.684  O1 1.232, O3 1.257, C4 1.633
3 O 0.682 0.028 -1.690  C2 1.257
4 C 0.418 -1.349 0.268  C2 1.633, C5 1.502, H7 1.112, H8 1.094
5 C -0.608 -1.765 1.283  C4 1.502, S6 1.835, H9 1.081, H10 1.098
6 S 0.060 -2.394 2.873  C5 1.835
7 H 1.274 -0.759 0.664  C4 1.112
8 H 0.810 -2.182 -0.323  C4 1.094
9 H -1.184 -0.904 1.594  C5 1.081
10 H -1.258 -2.547 0.870  C5 1.098
11 H 3.050 -0.910 -0.585  O13 0.994
12 H 4.373 -0.945 0.115  O13 0.961
13 O 4.008 -1.110 -0.759  H11 0.994, H12 0.961
14 H 1.782 -2.387 -2.932  O16 0.989
15 H 1.211 -0.934 -3.081  O16 0.968
16 O 1.332 -1.768 -3.558  H14 0.989, H15 0.968
17 H 1.620 0.441 3.265  O19 0.952
18 H 0.205 -0.076 3.391  O19 0.969
19 O 0.714 0.717 3.167  H17 0.952, H18 0.969
20 H -1.080 3.318 -2.407  O22 0.967
21 H -0.182 2.028 -2.497  O22 1.017
22 O -0.872 2.582 -2.999  H20 0.967, H21 1.017
23 H -3.219 1.569 0.439  O25 0.981
24 H -4.046 1.077 -0.790  O25 0.954
25 O -4.097 1.604 0.005  H23 0.981, H24 0.954
26 H -1.368 1.667 0.855  O28 0.994
27 H -1.075 2.088 2.312  O28 0.980
28 O -1.511 2.413 1.496  H26 0.994, H27 0.980

Results
electronic energy: -30587.6582 eV
total charge: -2

Atomic partial charges in e from the natural (NBO) method, atoms 1 to 2: atom 1 (O): -0.7969, atom 2 (C): 0.8345